1.
{
  "formula": "C5H14N2",
  "method": "ωB97M-V with the def2-TZVPD basis set",
  "e_homo_ev": -8.533,
  "orbital_gap_ha": 0.3534,
  "species": ["C", "C", "C", "N", "C", "C", "N", "H", "H", "H", "H", "H", "H", "H", "H", "H", "H", "H", "H", "H", "H"],
  "positions_angstrom": [[-1.646, 0.415, -1.696], [-1.060, -0.149, -0.404], [-2.165, -0.272, 0.660], [0.092, 0.527, 0.150], [1.409, 0.304, -0.452], [2.445, -0.395, 0.510], [2.049, -0.306, 1.891], [-0.961, 0.405, -2.544], [-2.595, -0.045, -1.938], [-1.889, 1.480, -1.555], [-0.681, -1.142, -0.642], [-1.780, -0.757, 1.553], [-2.421, 0.749, 0.956], [-3.017, -0.755, 0.198], [-0.026, 1.494, 0.403], [1.323, -0.286, -1.361], [1.784, 1.262, -0.652], [3.384, 0.114, 0.342], [2.450, -1.443, 0.194], [1.072, -0.053, 1.974], [2.232, -1.146, 2.414]],
  "atomic_forces_ev_per_a": [[0.11, 1.28, 0.22], [-0.11, -0.49, 0.16], [0.87, 0.70, -0.50], [0.49, -0.24, 0.02], [-0.66, -0.65, 1.34], [-1.44, -0.41, -0.60], [0.17, 0.56, 0.56], [0.01, -0.34, 0.00], [-0.04, -0.41, -0.27], [0.04, -0.09, 0.12], [-0.12, -0.33, 0.07], [-0.19, -0.32, -0.07], [-0.33, -0.03, 0.00], [-0.27, -0.19, 0.39], [-0.39, 0.07, -0.18], [0.03, 0.12, -0.20], [0.77, 1.30, -0.78], [0.51, -0.29, -0.10], [0.62, 0.00, -0.06], [-0.08, -0.16, -0.12], [0.00, -0.08, 0.00]],
  "nbo_charge": [-0.6285, -0.0337, -0.6035, -0.6594, -0.2163, -0.2219, -0.8650, 0.2103, 0.2098, 0.1979, 0.1786, 0.2159, 0.1969, 0.2065, 0.3674, 0.1872, 0.1838, 0.1771, 0.1616, 0.3772, 0.3581]
}

***

2.
{
  "formula": "C5H14N2",
  "method": "ωB97M-V with the def2-TZVPD basis set",
  "e_homo_ev": -8.114,
  "orbital_gap_ha": 0.3221,
  "species": ["C", "N", "C", "C", "C", "N", "C", "H", "H", "H", "H", "H", "H", "H", "H", "H", "H", "H", "H", "H", "H"],
  "positions_angstrom": [[-2.991, -1.536, -0.234], [-0.018, 0.267, -1.214], [0.165, 0.863, 0.017], [1.394, 0.337, 0.903], [2.148, -0.616, -0.005], [2.805, 0.129, -1.119], [-0.850, 1.788, 0.632], [-2.468, -0.597, -0.067], [-2.688, -2.106, -1.118], [-2.880, -2.108, 0.729], [-4.073, -1.312, -0.426], [-0.332, -0.369, -0.357], [1.210, -0.014, 1.928], [1.946, 1.338, 0.990], [1.543, -1.501, -0.369], [2.962, -0.916, 0.647], [2.114, 0.426, -1.764], [3.677, -0.332, -1.406], [-0.497, 2.644, 1.259], [-1.484, 2.336, -0.123], [-1.684, 1.280, 1.096]],
  "atomic_forces_ev_per_a": [[-1.25, -0.39, 0.81], [-0.49, 2.23, 3.45], [-0.38, -1.77, -0.99], [-1.07, 2.36, -1.65], [1.28, 0.18, -0.25], [0.61, -0.84, 2.23], [-0.77, 2.83, -1.12], [0.07, -0.02, -0.57], [0.51, 0.24, 0.42], [-0.26, 0.23, -1.16], [0.86, -0.09, 0.51], [0.21, -1.45, -1.03], [-0.41, 0.02, -0.38], [-0.18, -1.44, 0.02], [0.56, 0.95, 0.68], [0.29, -0.79, -0.13], [-0.05, -0.22, -1.16], [-1.13, 0.47, -0.41], [0.14, -1.16, 0.01], [1.08, -0.62, -0.05], [0.37, -0.71, 0.77]],
  "nbo_charge": [-0.8561, -0.7573, 0.3688, -0.5084, -0.2337, -0.8765, -0.7365, 0.2011, 0.2266, 0.2098, 0.2177, 0.3847, 0.2308, 0.2433, 0.1935, 0.1921, 0.3891, 0.3737, 0.2345, 0.2479, 0.2546]
}

***

3.
{
  "formula": "C5H14N2",
  "method": "ωB97M-V with the def2-TZVPD basis set",
  "spin_multiplicity": 2,
  "e_homo_ev": [-14.703, -13.028],
  "charge": 1,
  "orbital_gap_ha": [0.4480, 0.1917],
  "s2": 0.7626,
  "species": ["C", "N", "C", "C", "C", "N", "C", "H", "H", "H", "H", "H", "H", "H", "H", "H", "H", "H", "H", "H", "H"],
  "positions_angstrom": [[-0.799, -1.526, 1.293], [0.187, -1.161, 0.134], [1.215, -2.299, -0.145], [-0.478, -0.500, -1.056], [-0.692, 1.064, -0.742], [0.589, 1.695, -0.437], [0.360, 2.976, 0.268], [-1.403, -0.643, 1.503], [-0.252, -1.864, 2.142], [-1.494, -2.198, 1.070], [1.819, -1.795, -0.904], [1.817, -2.504, 0.772], [0.806, -3.203, -0.459], [0.247, -0.546, -1.876], [-1.567, -1.014, -1.361], [-1.462, 1.186, 0.059], [-0.996, 1.513, -1.656], [1.046, 0.830, 0.084], [-0.628, 2.965, 0.555], [1.098, 3.053, 1.106], [0.587, 3.972, -0.351]],
  "atomic_forces_ev_per_a": [[3.32, 4.23, -0.87], [-2.00, -1.95, 0.58], [0.52, 3.94, 1.13], [-1.22, -0.05, 0.76], [0.37, -1.91, -0.36], [-0.78, -2.66, 1.94], [3.92, 1.50, -1.20], [0.40, 0.28, 0.31], [0.57, 0.03, 0.57], [-2.57, -3.36, -1.75], [0.34, -0.80, 0.02], [-0.56, 0.47, -0.63], [-1.19, -1.33, -0.78], [-0.41, -0.26, -0.02], [2.97, 1.27, 0.83], [0.56, -0.07, -0.52], [-1.06, 0.56, -0.72], [0.20, 2.18, -0.59], [-2.03, 0.53, 1.03], [-0.84, -0.16, -0.50], [-0.51, -2.45, 0.78]],
  "nbo_charge": [-0.4117, -0.2414, -0.4126, -0.2648, -0.2592, -0.3722, -0.4435, 0.2123, 0.2300, 0.2165, 0.2181, 0.2373, 0.2290, 0.2317, 0.2606, 0.2188, 0.2393, 0.3992, 0.2032, 0.2486, 0.2609]
}

***

4.
{
  "formula": "C5H14N2",
  "method": "ωB97M-V with the def2-TZVPD basis set",
  "spin_multiplicity": 2,
  "e_homo_ev": [-14.033, -13.948],
  "charge": 1,
  "orbital_gap_ha": [0.4187, 0.2294],
  "s2": 0.7544,
  "species": ["N", "C", "C", "N", "C", "C", "C", "H", "H", "H", "H", "H", "H", "H", "H", "H", "H", "H", "H", "H", "H"],
  "positions_angstrom": [[1.326, -2.251, -0.950], [1.849, -1.375, 0.134], [1.278, 0.016, 0.004], [-0.075, 0.019, 0.459], [-1.063, 1.729, -0.964], [-0.953, 1.171, 0.449], [-2.320, 0.784, 1.005], [1.131, -1.685, -1.778], [2.108, -2.805, -1.298], [2.928, -1.379, 0.209], [1.421, -1.805, 1.048], [1.898, 0.744, 0.545], [1.392, 0.388, -1.019], [-0.504, -0.875, 0.158], [-0.158, 1.824, -1.560], [-1.607, 2.667, -0.905], [-1.720, 1.097, -1.574], [-0.522, 1.897, 1.148], [-2.185, 0.245, 1.940], [-2.891, 0.140, 0.339], [-2.916, 1.672, 1.206]],
  "atomic_forces_ev_per_a": [[0.75, 0.82, -0.55], [-1.13, -1.01, -0.19], [1.44, 0.43, 0.92], [-0.29, -0.40, -2.26], [-0.70, -0.23, -1.09], [-0.23, -0.01, 1.03], [0.06, -0.22, 0.21], [-0.13, 0.00, 0.17], [-0.33, -0.48, 0.32], [0.21, 0.22, -0.01], [0.54, 0.12, 0.24], [-0.35, 0.01, 0.33], [-0.57, -0.01, -0.31], [-0.20, 0.17, 0.78], [0.22, 0.34, 0.47], [0.27, 0.28, 0.09], [0.08, -0.19, 0.26], [0.28, 0.08, -0.33], [-0.10, 0.07, 0.19], [0.08, -0.01, -0.23], [0.08, 0.02, -0.04]],
  "nbo_charge": [-0.8210, -0.2425, -0.3080, -0.1010, -0.6135, -0.1035, -0.6233, 0.3486, 0.3883, 0.2294, 0.2038, 0.2680, 0.2663, 0.4213, 0.2294, 0.2634, 0.2316, 0.2468, 0.2338, 0.2278, 0.2543]
}